No. 1
Below is C31H49AsBiO2SSe as an isolated structure, with properties calculated with the ωB97M-V functional and the def2-TZVPD basis.

Structure (XYZ):
```
86
Properties=species:S:1:pos:R:3
C -1.24 2.94 2.65
As -5.79 -1.91 -2.15
H -2.45 -3.84 3.19
C 3.01 1.63 -1.68
H -1.25 0.51 3.73
C -1.06 -0.95 0.70
O 1.19 -2.10 -2.12
C -1.15 -0.85 2.11
H 4.98 3.92 -0.04
H 5.19 4.12 -2.60
C -1.16 1.49 0.54
H -2.14 -1.23 4.72
H -6.10 -3.61 -4.03
H 0.98 -2.33 2.98
H -6.50 -0.40 -4.05
C -1.24 -1.78 4.47
H -7.84 -0.62 -2.89
H 3.82 2.79 0.64
H -2.54 3.99 4.03
H 2.18 4.20 -2.42
H 5.55 -1.10 -0.41
H 4.14 3.14 -3.63
H 0.03 3.99 4.05
H 4.26 -2.06 0.31
H -6.50 0.49 -2.52
H -7.47 -2.06 -0.27
Bi -0.88 -2.44 -1.97
H 2.82 -3.57 -1.18
C 2.74 4.14 -1.49
C 3.72 2.97 -1.51
H 4.81 0.53 -1.62
H -2.11 4.12 1.05
H -7.51 -3.57 -2.94
H 3.29 5.07 -1.38
C 1.80 -0.93 -1.95
H -0.34 4.13 1.07
C -2.51 3.03 3.51
C 4.68 3.16 -2.69
H 5.62 -2.85 -0.50
H 5.44 2.38 -2.71
H -2.55 2.24 4.26
C 4.49 2.96 -0.19
H 0.01 2.25 4.30
H 4.58 -1.77 -3.97
H 0.98 2.37 -1.78
H -1.26 -2.71 5.03
C -1.08 0.23 -0.03
S -3.73 -1.55 -2.35
H 2.97 -3.46 -2.93
C -1.23 4.13 1.69
C -1.21 1.61 1.92
H 5.25 2.19 -0.18
C 5.13 -1.83 -3.04
H -0.37 -1.22 4.79
Se -0.88 0.16 -1.97
C -6.38 -2.02 -0.29
C 4.17 -2.00 -1.85
C -1.21 0.42 2.66
H -1.24 5.06 2.26
H 0.17 -3.23 1.70
C 3.74 0.45 -1.71
H -5.97 -2.92 0.16
C 0.00 3.03 3.54
H 0.10 -3.81 3.36
H -6.03 -1.15 0.26
C -1.17 -2.10 2.98
C 1.63 1.52 -1.79
H -2.42 -3.18 1.55
O -0.99 -2.16 0.11
H 2.05 4.06 -0.66
H -3.32 -2.34 2.82
C 1.07 0.26 -1.92
C -6.77 -0.46 -2.99
C -6.43 -3.56 -2.99
H 5.74 -0.93 -2.94
C 3.20 -0.82 -1.84
H 0.90 2.93 2.94
C 0.10 -2.92 2.73
C 3.51 -3.37 -2.00
H -1.18 2.35 -0.12
H 4.28 -4.14 -1.98
C 4.95 -2.00 -0.53
H -6.03 -4.43 -2.45
H -3.40 2.95 2.89
H 5.81 -2.68 -3.08
C -2.42 -2.92 2.61
```

Calculated values
LUMO energy = -0.1241 hartree
E_HOMO = -10.6 eV
charge = +1
strongest force on any atom = 0.028 hartree/bohr
relative energy (zero: lowest compared OMol25 entry of this formula, charge and spin) = 0.178 eV
electronic energy = -6610.94391 Ha


No. 2
Below is C31H49BrNdO2P2 as an isolated structure, with properties calculated with the ωB97M-V functional and the def2-TZVPD basis.

Structure (XYZ):
```
86
Properties=species:S:1:pos:R:3
C -1.29 2.94 -3.49
H 0.70 -3.90 -0.77
H -1.40 -3.44 6.06
O 0.41 -3.53 1.25
H 1.91 -4.35 -2.03
H 0.36 -3.56 -2.50
H -4.11 0.20 -3.33
H -1.92 3.03 -4.38
C -0.83 -0.33 -2.72
C -0.50 -3.20 5.48
H -4.77 -2.24 -0.50
H -0.80 3.92 -3.37
C -0.21 2.46 1.11
P 1.93 -1.96 -1.55
H -2.22 3.50 -1.58
Br 3.35 -2.78 2.86
H 3.05 2.07 -1.46
C 2.76 0.65 2.47
H -0.44 -1.33 -2.44
H -1.53 4.08 1.50
C 0.71 3.74 -0.98
H 3.69 0.48 1.91
C 1.79 -2.73 3.94
H 1.11 3.39 -1.94
C 0.37 -2.47 1.87
H 0.74 2.40 -3.95
H -2.21 2.48 1.88
C -4.28 0.35 0.94
H -2.83 -1.55 2.77
H 2.91 -3.20 5.70
H 3.91 2.63 -0.02
H 0.09 1.95 4.16
H 0.88 -3.56 7.11
H 0.23 0.24 3.71
C -3.13 0.68 -3.42
C -0.62 -2.88 4.13
C 2.74 -1.78 -3.18
H -1.60 -2.89 3.64
H 3.37 -0.88 -3.17
C 1.14 -3.61 -1.73
H -4.13 -2.48 1.93
C 1.92 -3.05 5.29
H -1.74 -0.37 -4.66
C 0.77 -3.26 6.07
O 0.18 -1.29 1.34
C -3.83 -1.82 -0.87
P -3.00 -0.87 0.45
H -3.20 1.27 -4.35
H 1.98 -1.65 -3.96
C 0.51 -2.58 3.37
C -1.58 3.03 1.18
H -1.25 1.14 3.35
C 0.76 2.69 0.06
H -3.73 1.50 -1.46
H -2.40 -2.89 1.66
H 3.01 -2.86 0.40
H 2.41 -0.33 2.81
H -2.54 -1.38 -3.47
C -2.96 1.60 -2.23
H 3.69 0.90 -0.30
H -0.47 1.42 -4.76
H -4.14 0.62 2.00
H 1.09 0.69 -2.45
H 4.00 -1.58 -0.33
Nd -0.26 0.27 -0.30
H 3.00 1.24 3.37
H -0.31 4.10 -1.16
H -3.17 -2.63 -1.20
C -0.21 1.87 -3.79
C 1.93 1.91 0.37
C 3.20 1.88 -0.39
C 0.03 0.77 -2.78
C -2.06 -0.40 -3.61
H -4.17 1.26 0.35
C -3.11 -2.07 1.84
H -4.03 -1.18 -1.74
H -2.08 3.00 0.20
H 3.97 -3.23 -1.08
H 3.37 -2.66 -3.41
C -0.16 1.21 3.39
H -5.28 -0.07 0.79
C 0.40 1.60 2.07
H 1.32 4.61 -0.67
C -2.13 2.66 -2.28
C 1.72 1.30 1.63
C 3.38 -2.46 -0.56
```

Calculated values
LUMO energy (alpha / beta) = -0.1429 / -0.1421 hartree
E_HOMO (alpha / beta) = -10.1 / -10.1 eV
expectation value of S² = 3.756
charge = +1
strongest force on any atom = 0.089 hartree/bohr
multiplicity = 4
electronic energy = -5179.05658 Ha


No. 3
Below is C31H49ClP2Sm as an isolated structure, with properties calculated with the ωB97M-V functional and the def2-TZVPD basis.

Structure (XYZ):
```
84
Properties=species:S:1:pos:R:3
H 3.36 -2.06 3.49
H -2.78 -1.88 4.02
H 0.80 -0.69 5.73
H 2.97 -0.88 -1.70
H -1.48 -2.98 -1.63
C 2.91 -1.44 2.69
H -1.51 -1.57 -6.38
H 3.85 0.68 -1.82
H -3.24 -0.30 -2.68
C -1.61 0.51 -4.32
C -0.69 -2.49 2.35
C 0.52 -1.26 -5.62
P -1.37 -0.62 -1.15
H 3.59 2.67 -0.02
H 1.47 1.98 -2.08
C 0.55 -1.00 3.63
H -3.29 0.83 -1.27
H 0.57 -0.58 -6.49
H -1.50 2.34 -5.29
H -2.34 0.61 2.49
H 1.70 -1.34 -3.77
H 2.11 -3.12 0.42
C -1.43 3.18 5.48
H -1.74 2.99 6.52
C -3.06 -0.20 -1.60
H -1.92 1.78 1.14
H 0.52 2.66 -4.37
C 0.94 -0.15 4.77
H 3.34 -1.75 1.74
C 1.23 -3.52 0.95
C -1.73 2.23 4.51
H -2.56 -1.38 -3.94
H 1.57 -4.42 1.48
C 0.67 -2.54 1.91
H 0.31 0.75 4.82
H 0.45 2.44 -0.69
C -1.72 -0.84 -4.40
C -0.93 1.39 -5.32
H -0.60 -2.10 -2.92
H -2.20 1.09 -3.60
C -0.74 -2.19 -1.84
C -1.78 -3.42 1.98
H 0.49 -3.84 0.22
H -1.60 -3.88 1.00
H -1.60 -1.91 5.36
P 2.14 0.75 -0.13
H 1.06 2.07 -5.93
H 0.22 -2.49 -1.40
C -0.60 3.58 2.86
H -0.49 5.08 5.92
H 1.09 -2.17 -5.90
C 1.43 -1.60 2.68
C -0.74 4.34 5.15
H -2.07 -0.38 4.61
C 0.55 1.75 -5.00
C -0.97 -1.66 -5.42
C -1.68 1.43 2.15
C -0.75 -1.57 3.43
H -1.86 -4.23 2.73
H 0.27 5.41 3.56
C 0.89 1.58 -1.22
H -1.01 -2.73 -5.18
H 2.28 1.08 -3.79
H -2.74 -2.90 1.96
H -3.74 -0.88 -1.06
C 1.19 -0.63 -4.43
H -0.96 1.46 -2.26
C -0.31 4.53 3.82
H 0.13 0.18 -2.67
C 3.02 2.09 0.72
H -1.02 1.00 -6.34
C 3.39 -0.04 -1.13
H 3.19 -0.41 2.89
H 1.98 0.18 4.69
H 2.32 2.76 1.26
Sm -0.14 -0.18 1.15
C -1.34 2.40 3.16
C 1.37 0.70 -4.29
H 4.16 -0.43 -0.45
Cl -0.01 3.83 1.26
C -1.86 -1.43 4.40
H -2.32 1.35 4.79
H 3.70 1.63 1.45
C -0.26 0.74 -1.82
```

Calculated values
LUMO energy (alpha / beta) = -0.0949 / -0.0890 hartree
E_HOMO (alpha / beta) = -9.4 / -9.4 eV
expectation value of S² = 8.781
charge = +1
strongest force on any atom = 0.052 hartree/bohr
multiplicity = 6
electronic energy = -3011.15598 Ha


No. 4
Below is C31H49GdNO3P2S as an isolated structure, with properties calculated with the ωB97M-V functional and the def2-TZVPD basis.

Structure (XYZ):
```
88
Properties=species:S:1:pos:R:3
C -2.34 -0.23 0.92
O 2.77 0.85 3.38
H -2.20 -2.27 1.53
C 1.86 0.05 -4.73
P 0.70 -2.19 -0.40
C 2.34 -2.39 -1.17
C 3.17 1.56 0.65
C 0.24 -1.61 3.75
H 3.58 1.26 -0.33
H -2.03 -1.09 2.82
C -2.11 3.36 -0.17
H 0.03 -4.29 -1.26
C -1.36 -0.54 -4.86
H -3.65 -1.43 2.15
H 3.35 -1.82 7.97
C -0.37 1.88 -5.05
H -1.28 -3.06 -1.59
H 1.34 -4.05 0.93
H 0.41 2.12 -5.79
C 1.04 -1.87 4.94
H -1.08 -3.73 0.08
S 1.54 0.40 4.00
H 0.67 4.11 -0.76
H 3.55 0.04 6.24
P 1.47 2.18 0.46
C -2.01 1.71 2.57
C 1.67 3.65 -0.58
H 2.26 -2.48 -2.27
C 1.98 -0.88 5.09
H 2.32 4.34 -0.01
C -0.55 -3.44 -0.85
H -4.22 1.90 -1.92
C 1.24 0.76 -3.56
H 2.13 0.77 -5.52
O -0.70 -2.40 3.41
H -2.70 2.23 -2.78
C 2.85 -0.79 6.18
H 2.11 3.36 -1.55
H -4.53 -1.34 -0.80
H -3.46 0.65 -2.98
H -3.13 3.77 -0.06
C -1.25 0.74 -5.65
C -3.27 1.45 -2.26
H -1.74 3.66 -1.17
H 0.23 -2.93 1.83
C -2.04 1.14 1.20
Gd -0.33 0.31 -0.40
H 3.75 2.40 1.10
H -2.34 -0.71 -4.37
C -3.45 -1.51 -0.99
H 3.19 0.70 1.34
H 2.80 -0.41 -4.41
H -1.79 2.79 2.54
O 0.74 1.40 4.65
H 0.08 -3.57 5.70
H 0.84 2.31 2.82
C -2.13 1.88 -0.02
H 1.63 -3.61 7.72
H 2.96 -1.50 -0.92
C 1.74 -2.83 6.98
H -0.26 2.13 -2.86
C 2.71 -1.82 7.11
H 0.84 -0.78 -6.45
H 2.79 -3.29 -0.68
N 0.68 -0.57 3.02
H 1.59 -1.99 -5.41
C -2.58 -1.30 1.90
H 1.65 0.46 -2.57
H -0.39 -2.33 -4.21
C -2.56 0.97 -1.06
C 0.23 1.61 -3.70
H -3.31 -1.66 -2.07
H 1.95 -2.45 1.64
H -2.99 1.58 3.07
H -3.18 -2.44 -0.48
H -1.47 3.85 0.57
C -0.34 -1.38 -4.76
H -0.83 0.50 -6.64
C 0.88 -2.86 5.89
H -1.26 1.23 3.19
H -2.26 1.14 -5.82
C -2.68 -0.35 -0.47
C 1.11 -2.99 1.16
C 1.06 3.03 2.02
H -1.00 2.79 -4.99
H 0.15 3.65 1.91
C 0.99 -1.07 -5.40
H 1.96 3.61 2.30
```

Calculated values
LUMO energy (alpha / beta) = -0.1805 / -0.1057 hartree
E_HOMO (alpha / beta) = -11.0 / -11.0 eV
expectation value of S² = 15.952
charge = +1
strongest force on any atom = 0.072 hartree/bohr
multiplicity = 8
relative energy (zero: lowest compared OMol25 entry of this formula, charge and spin) = 0.000 eV
electronic energy = -3337.33519 Ha


No. 5
Below is C31H49N2O2P2Pt as an isolated structure, with properties calculated with the ωB97M-V functional and the def2-TZVPD basis.

Structure (XYZ):
```
87
Properties=species:S:1:pos:R:3
H 4.06 2.55 -0.12
H 0.94 -2.00 3.06
H -5.44 -2.58 1.09
C -2.72 -2.86 1.43
H -5.41 -1.00 0.29
C -2.69 -0.52 -1.20
C 1.87 -1.54 -0.96
N 0.20 0.81 -0.80
C -4.73 1.49 0.43
H -2.86 3.52 0.06
C -3.99 -1.18 2.79
C 0.81 3.76 -4.96
C -4.81 -1.89 0.52
O -0.48 0.14 3.87
H 2.34 2.21 -0.36
H 1.03 0.35 -4.54
H 5.31 -0.92 -0.07
H -3.41 1.33 2.99
H 2.76 -2.01 -1.39
C -0.61 -2.91 -3.31
P 2.15 -0.66 0.55
H 0.46 3.42 -1.58
H 2.28 -3.04 3.57
H 5.17 0.18 1.34
C 1.81 -2.55 2.70
C 3.29 -0.56 3.10
H -2.71 2.29 -1.21
H -5.10 2.52 0.44
H 1.49 -3.33 2.00
H 4.47 1.05 -2.12
C -3.24 1.52 0.79
H -4.70 -0.35 2.80
H -1.82 -2.74 2.05
C -2.50 2.50 -0.16
C 0.65 -2.04 -1.43
N -0.53 -1.60 -0.88
C 0.62 3.15 -2.63
H -5.33 0.91 1.15
H -3.13 -0.94 3.43
H -3.59 2.98 2.33
Pt -0.20 -0.27 0.90
C 0.80 1.79 -2.96
C -3.56 -1.58 1.36
P -2.50 -0.20 0.61
H -4.55 -2.39 -0.43
H 4.27 -3.15 2.60
C 4.04 -2.55 1.71
H -2.57 0.43 -1.75
H 2.48 0.15 3.33
H -4.50 -2.05 3.24
C -1.62 -1.49 -1.65
C -0.34 -0.02 2.72
H -1.42 2.47 0.00
H -0.69 -3.53 -4.20
H 0.81 4.52 -5.75
C 0.56 -2.88 -2.58
C 3.75 0.30 -1.76
H 2.81 0.45 -2.30
C 3.24 1.87 0.16
H -2.63 -2.07 -3.46
H 0.49 5.17 -3.35
C 0.76 0.83 -1.86
H -1.97 2.23 2.43
H 0.87 2.29 4.14
H 3.77 -3.24 0.90
C 0.63 4.13 -3.62
H 4.14 0.04 2.76
C 5.02 0.08 0.26
H -4.90 1.09 -0.59
H 3.06 1.97 1.24
O 1.27 2.36 3.26
C 0.95 1.42 -4.31
H 4.15 -0.69 -2.04
H 3.59 -1.06 4.03
H -3.33 -3.66 1.88
H 5.72 0.78 -0.22
H -3.69 -0.89 -1.48
H 4.96 -2.02 1.44
C -3.03 2.03 2.23
H -2.41 -3.20 0.43
H 1.47 -3.40 -2.89
C 3.61 0.44 -0.24
H 1.62 3.27 3.22
C -1.70 -2.15 -2.88
C 0.95 2.40 -5.30
H 1.07 2.12 -6.35
C 2.87 -1.63 2.07
```

Calculated values
LUMO energy (alpha / beta) = -0.0882 / -0.1655 hartree
E_HOMO (alpha / beta) = -7.8 / -10.9 eV
expectation value of S² = 2.048
charge = +1
strongest force on any atom = 0.059 hartree/bohr
multiplicity = 3
relative energy (zero: lowest compared OMol25 entry of this formula, charge and spin) = 0.775 eV
electronic energy = -2272.36888 Ha